This record from OMol25 describes a molecular structure, C55H42N5O5OsS5. The level of theory is ωB97M-V/def2-TZVPD.

Structure (XYZ):
```
113
C55H42N5O5OsS5 | OMol25 | ωB97M-V/def2-TZVPD
Os 0.513 0.208 0.248
C 1.171 -1.166 -8.352
C 1.325 -0.683 -6.937
C 0.568 -1.244 -5.910
C 0.676 -0.794 -4.604
C 1.563 0.236 -4.336
C 2.321 0.830 -5.334
C 2.202 0.355 -6.630
S 1.751 0.863 -2.686
O 0.649 0.111 -1.918
C 3.250 0.012 -2.202
C 3.223 -1.404 -2.232
C 4.324 -2.097 -1.846
C 5.484 -1.420 -1.379
C 6.620 -2.132 -0.929
C 7.721 -1.467 -0.466
C 7.739 -0.058 -0.438
C 6.661 0.658 -0.879
C 5.505 -0.006 -1.356
C 4.352 0.718 -1.801
C 4.411 2.213 -1.852
C 5.008 2.844 -2.983
C 5.578 2.097 -4.046
C 6.135 2.734 -5.117
C 6.150 4.145 -5.184
C 5.608 4.887 -4.176
C 5.023 4.257 -3.050
C 4.449 5.019 -2.000
C 3.891 4.413 -0.917
C 3.893 3.001 -0.856
S 3.107 2.123 0.459
O 1.681 2.026 -0.033
C 3.047 2.930 2.916
C 2.439 3.855 3.740
C 2.338 3.576 5.096
C 2.829 2.388 5.629
C 2.700 2.083 7.096
C 3.435 1.485 4.763
C 3.556 1.740 3.403
H 1.093 -2.253 -8.392
H 2.012 -0.859 -8.971
H 0.263 -0.756 -8.798
H -0.124 -2.046 -6.140
H 0.085 -1.221 -3.804
H 2.994 1.652 -5.111
H 2.789 0.809 -7.419
H 2.321 -1.910 -2.556
H 4.333 -3.181 -1.886
H 6.605 -3.215 -0.965
H 8.586 -2.021 -0.125
H 8.617 0.460 -0.074
H 6.687 1.740 -0.864
H 5.567 1.015 -4.004
H 6.571 2.156 -5.921
H 6.594 4.635 -6.040
H 5.614 5.969 -4.223
H 4.460 6.100 -2.074
H 3.456 4.990 -0.114
H 2.042 4.769 3.320
H 1.858 4.295 5.748
H 2.327 2.945 7.648
H 3.660 1.797 7.528
H 2.004 1.258 7.265
H 3.827 0.553 5.155
H 4.036 1.018 2.756
S -0.770 -1.554 0.417
C -2.253 -1.054 -0.441
C -3.207 -0.101 -0.180
C -4.226 0.034 -1.127
C -5.246 1.024 -0.918
N -6.061 1.817 -0.751
C -4.250 -0.779 -2.270
C -3.263 -1.739 -2.510
C -2.253 -1.848 -1.577
S -0.798 -2.820 -1.449
C -5.299 -0.630 -3.244
N -6.132 -0.542 -4.030
H -3.168 0.536 0.696
H -3.305 -2.346 -3.403
N 2.170 -0.845 0.669
C 2.669 -1.759 1.183
N 3.256 -2.774 1.727
C 3.848 -2.658 3.080
C 3.494 -3.890 3.893
C 3.868 -5.169 3.148
C 3.172 -5.214 1.791
C 3.543 -3.998 0.957
H 3.440 -1.757 3.531
H 4.932 -2.556 2.958
H 2.418 -3.867 4.087
H 4.002 -3.832 4.857
H 3.604 -6.046 3.738
H 4.953 -5.203 3.000
H 2.088 -5.219 1.934
H 3.433 -6.116 1.236
H 2.976 -3.949 0.028
H 4.611 -4.002 0.712
O 1.176 -0.996 3.550
C 0.614 0.082 3.413
N 0.413 0.736 2.237
S -0.281 2.269 2.363
O 3.100 3.300 1.547
O -1.468 2.197 1.469
C -0.652 2.002 4.089
C -1.303 2.857 4.960
C -1.325 2.503 6.303
C -0.684 1.348 6.752
C -0.013 0.516 5.867
C -0.008 0.860 4.527
H -1.800 3.754 4.612
H -1.851 3.130 7.011
H -0.716 1.101 7.805
H 0.488 -0.387 6.193
```

The calculation puts the HOMO-LUMO gap (spin up / spin down) at 7.102 / 7.101 eV. The total energy is -4852.4474 hartree. Its energy above the lowest of the compared OMol25 structures with the same formula, charge and spin is 0.00 kJ/mol. As for the charge: +1.